[1]
Below is an isolated molecule of C2H8N2O3S at a distorted geometry, with properties calculated with wB97M-V/def2-TZVPD.

Maximum force ... 4.7 eV/A
DFT total energy ... -814.28050 Eh
Total charge ... 0
SMILES ... CON(C)S(N)(=O)=O

Geometry (Å):
1 C -1.712 0.426 -1.124
2 O -0.622 0.543 -0.196
3 N -0.170 -0.648 0.392
4 C -0.730 -0.815 1.754
5 S 1.762 -0.096 0.268
6 N 1.648 0.605 -1.239
7 O 2.562 -1.269 0.093
8 O 1.885 0.851 1.300
9 H -1.895 -0.583 -1.492
10 H -1.337 1.071 -1.984
11 H -2.606 0.618 -0.679
12 H -0.159 -1.588 2.215
13 H -0.622 0.117 2.252
14 H -1.707 -1.230 1.590
15 H 1.227 1.504 -1.374
16 H 2.476 0.492 -1.776

[2]
Below is a cluster of 8 separate species, C47H88Br2IN10OP4S2 in total at a distorted geometry, with properties calculated with wB97M-V/def2-TZVPD.

Maximum force ... 3.0 eV/A
DFT total energy ... -10073.43631 Eh
Total charge ... +1

Geometry (Å):
1 C -3.038 7.697 -0.983
2 C -3.069 6.626 -0.457
3 C -2.989 5.315 0.180
4 C -1.720 4.541 -0.231
5 C -0.768 3.875 0.886
6 P 0.336 5.308 1.432
7 S -0.463 7.052 1.635
8 P -1.594 3.259 2.523
9 O -3.172 3.379 2.113
10 Br -1.476 4.852 4.093
11 C -0.009 2.690 0.109
12 C 1.511 2.793 0.390
13 C 2.468 1.733 -0.190
14 C 3.589 1.357 0.810
15 I 5.517 1.299 -0.100
16 C -0.289 1.229 0.608
17 Br -2.135 0.600 0.716
18 C 0.428 0.871 1.942
19 C -0.194 -0.199 2.823
20 N -0.360 2.976 -1.367
21 S 0.827 4.102 -2.195
22 P 0.048 1.639 -2.580
23 N -0.745 0.309 -2.490
24 C -1.770 3.698 -1.537
25 C -1.893 4.809 -2.646
26 C -1.807 4.479 -4.133
27 C -1.764 5.839 -4.893
28 C -0.394 6.476 -4.936
29 N 0.504 5.709 -5.823
30 P -3.264 2.641 -1.818
31 C -4.596 2.495 -0.605
32 C -3.396 1.626 -3.313
33 H -2.904 8.723 -1.210
34 H -2.938 5.509 1.245
35 H -3.925 4.798 0.005
36 H -1.086 5.383 -0.507
37 H 1.023 4.793 2.546
38 H 1.363 5.472 0.486
39 H -3.676 3.180 2.916
40 H 1.675 2.910 1.451
41 H 1.917 3.716 -0.002
42 H 2.011 0.799 -0.504
43 H 2.973 2.127 -1.065
44 H 3.421 0.345 1.152
45 H 3.590 1.980 1.695
46 H 0.117 0.521 -0.100
47 H 0.623 1.718 2.587
48 H 1.398 0.469 1.671
49 H -1.031 0.160 3.409
50 H 0.589 -0.455 3.533
51 H -0.406 -1.116 2.291
52 H 0.996 5.153 -1.372
53 H -0.130 2.245 -3.837
54 H 1.433 1.428 -2.529
55 H -1.444 0.327 -1.748
56 H -1.301 5.702 -2.469
57 H -2.909 5.151 -2.512
58 H -0.887 3.981 -4.422
59 H -2.684 3.977 -4.521
60 H -2.486 6.501 -4.415
61 H -2.144 5.667 -5.894
62 H -0.514 7.459 -5.381
63 H 0.009 6.620 -3.931
64 H 0.908 4.939 -5.305
65 H 1.271 6.311 -6.092
66 H -5.371 3.234 -0.788
67 H -4.305 2.573 0.431
68 H -5.074 1.523 -0.727
69 H -3.420 0.559 -3.117
70 H -4.274 1.884 -3.897
71 H -2.537 1.802 -3.948
72 C -1.071 -5.122 -0.220
73 C -1.659 -3.901 -0.919
74 C -0.581 -2.971 -1.493
75 C 0.293 -2.472 -0.433
76 N 0.984 -2.115 0.411
77 H -0.463 -4.833 0.639
78 H -1.856 -5.776 0.154
79 H -0.448 -5.702 -0.902
80 H -2.283 -3.344 -0.216
81 H -2.308 -4.224 -1.734
82 H -1.028 -2.117 -1.997
83 H 0.033 -3.503 -2.221
84 C 3.377 -5.282 3.714
85 C 3.002 -4.546 2.432
86 C 3.643 -3.157 2.332
87 C 3.213 -2.298 3.437
88 N 2.840 -1.646 4.303
89 H 3.024 -4.748 4.598
90 H 2.925 -6.273 3.729
91 H 4.458 -5.403 3.798
92 H 1.917 -4.446 2.371
93 H 3.318 -5.135 1.570
94 H 3.358 -2.677 1.395
95 H 4.732 -3.235 2.358
96 C -3.975 -10.018 -1.108
97 C -4.805 -9.426 0.021
98 C -4.275 -8.064 0.485
99 C -2.908 -8.180 0.996
100 N -1.844 -8.290 1.404
101 H -2.948 -10.212 -0.792
102 H -4.399 -10.967 -1.438
103 H -3.953 -9.345 -1.962
104 H -4.825 -10.116 0.867
105 H -5.835 -9.301 -0.316
106 H -4.903 -7.658 1.278
107 H -4.279 -7.357 -0.347
108 C 10.120 -1.051 0.491
109 C 8.675 -1.435 0.788
110 C 8.352 -1.437 2.286
111 C 9.184 -2.403 3.004
112 N 9.835 -3.172 3.548
113 H 10.819 -1.767 0.924
114 H 10.297 -1.031 -0.584
115 H 10.354 -0.062 0.890
116 H 8.470 -2.422 0.369
117 H 8.001 -0.733 0.294
118 H 7.306 -1.699 2.451
119 H 8.521 -0.448 2.715
120 C 12.212 -4.744 6.325
121 C 11.429 -3.749 7.171
122 C 12.297 -3.037 8.215
123 C 12.888 -3.992 9.154
124 N 13.338 -4.749 9.887
125 H 12.629 -5.548 6.933
126 H 11.562 -5.199 5.578
127 H 13.033 -4.252 5.800
128 H 10.609 -4.266 7.674
129 H 10.980 -2.999 6.518
130 H 11.702 -2.324 8.784
131 H 13.104 -2.488 7.728
132 C -8.962 -7.104 -1.231
133 C -9.172 -7.064 -2.740
134 C -8.580 -8.283 -3.457
135 C -7.135 -8.368 -3.244
136 N -6.003 -8.429 -3.077
137 H -7.901 -7.091 -0.976
138 H -9.424 -6.238 -0.757
139 H -9.406 -8.002 -0.796
140 H -8.726 -6.153 -3.145
141 H -10.240 -7.020 -2.957
142 H -8.765 -8.224 -4.529
143 H -9.037 -9.202 -3.088
144 C -6.700 10.707 -1.961
145 C -6.847 10.697 -3.479
146 C -6.499 9.340 -4.103
147 C -5.112 8.971 -3.823
148 N -4.020 8.701 -3.604
149 H -5.669 10.516 -1.659
150 H -6.985 11.677 -1.557
151 H -7.336 9.949 -1.500
152 H -6.208 11.469 -3.911
153 H -7.874 10.947 -3.745
154 H -6.632 9.371 -5.184
155 H -7.150 8.559 -3.706

[3]
Below is a cluster of 2 separate species, C10H16O in total at a distorted geometry, with properties calculated with wB97M-V/def2-TZVPD.

Maximum force ... 2.4 eV/A
DFT total energy ... -465.85349 Eh
Total charge ... 0
SMILES ... Cc1ccc(O)cc1.CCC

Geometry (Å):
1 C 2.578 -3.030 0.905
2 C 1.744 -1.959 1.592
3 C 0.358 -2.112 1.607
4 C -0.508 -1.104 2.035
5 C -0.002 0.137 2.357
6 O -0.827 1.143 2.742
7 C 1.380 0.315 2.319
8 C 2.232 -0.707 1.957
9 H 1.980 -3.920 0.745
10 H 3.435 -3.247 1.551
11 H 2.945 -2.656 -0.048
12 H -0.106 -2.996 1.206
13 H -1.523 -1.408 2.049
14 H -0.503 2.011 2.512
15 H 1.791 1.272 2.621
16 H 3.303 -0.545 2.026
17 C -2.868 1.258 -2.582
18 C -1.704 2.153 -2.095
19 C -0.407 1.824 -2.860
20 H -2.838 1.113 -3.660
21 H -3.822 1.752 -2.369
22 H -2.923 0.301 -2.073
23 H -1.977 3.150 -2.424
24 H -1.549 1.886 -1.058
25 H -0.103 0.795 -2.690
26 H -0.496 2.140 -3.900
27 H 0.410 2.434 -2.463